A 2-piece molecular cluster, C4H11S2 overall in a non-equilibrium geometry. Source: OMol25; level of theory: ωB97M-V/def2-TZVPD.

E_tot: -25997.4918 eV
E_LUMO: 3.165 eV
Relative energy (zero: lowest compared OMol25 entry of this formula, charge and spin): 8.0 kcal/mol
Charge: -1
Kohn-Sham gap: 0.206 Eh

```
17
C4H11S2 (ωB97M-V/def2-TZVPD)
C 2.432 0.897 -1.792
S 3.893 0.143 -0.963
C 2.972 -0.937 0.159
H 2.554 0.792 -2.862
H 1.577 0.353 -1.409
H 2.406 1.944 -1.494
H 2.085 -0.430 0.528
H 3.584 -1.301 0.980
H 2.689 -1.827 -0.401
C -3.649 -0.333 1.240
C -2.532 0.488 0.598
S -1.145 -0.512 0.008
H -3.950 -1.148 0.587
H -3.264 -0.768 2.168
H -4.497 0.294 1.546
H -2.951 1.104 -0.214
H -2.204 1.240 1.321
```

=====

An isolated molecule of C6H6O. Source: OMol25; level of theory: ωB97M-V/def2-TZVPD.

E_tot: -8362.5001 eV
E_LUMO: 0.742 eV
Relative energy (zero: lowest compared OMol25 entry of this formula, charge and spin): 92.4 kcal/mol
Charge: 0
Kohn-Sham gap: 0.354 Eh
SMILES: C#CCC(O)=C=C

```
13
C6H6O (ωB97M-V/def2-TZVPD)
C 2.127 -2.301 -0.266
C 1.506 -1.319 -0.568
C 0.682 -0.139 -0.806
C -0.049 0.299 0.431
O 0.749 0.651 1.468
C -1.362 0.408 0.449
C -2.350 1.184 0.078
H 2.673 -3.171 0.015
H 1.296 0.715 -1.127
H -0.061 -0.321 -1.591
H 0.173 1.011 2.158
H -2.043 2.106 -0.407
H -3.407 0.989 0.185
```